DFT (ωB97M-V/def2-TZVPD) results for a structure of composition C11H11Cl2O3PPmRh.

Properties
<S²>: 20.044
Relative energy (zero: lowest compared OMol25 entry of this formula, charge and spin) (kcal per mole): 38.78
Net charge: +4
2S+1: 9

Element x y z (Å)
Pm1 -0.43 -1.68 -3.45
Rh1 0.10 1.82 -0.87
Cl1 -2.72 -2.13 -4.22
Cl2 -0.42 3.50 -2.39
C1 1.56 1.49 -1.88
C2 1.33 -1.66 -5.14
C3 0.02 0.49 -4.57
O1 2.53 1.40 -2.54
O2 2.10 -1.67 -6.00
O3 0.17 1.33 -5.34
C4 1.93 -0.71 0.42
P1 0.27 0.01 0.14
C5 -0.65 -1.48 -0.45
C6 -0.37 0.30 1.84
C7 -1.65 -0.10 2.22
C8 -2.13 0.23 3.49
C9 -1.31 0.95 4.37
C10 -0.01 1.33 3.99
C11 0.47 0.99 2.72
H1 2.20 -1.38 -0.40
H2 1.92 -1.28 1.35
H3 2.67 0.09 0.50
H4 -1.05 -2.00 0.42
H5 -1.53 -1.27 -1.08
H6 0.01 -2.24 -0.90
H7 -2.30 -0.65 1.53
H8 -3.13 -0.07 3.79
H9 -1.67 1.20 5.37
H10 0.62 1.90 4.67
H11 1.46 1.31 2.40

Mulliken population analysis, charges in e, atoms 1 to 2:
1. Pm 1.78
2. Rh 0.10



DFT (ωB97M-V/def2-TZVPD) results for a structure of composition C43H49MgNO2P3Te.

Properties
Relative energy (zero: lowest compared OMol25 entry of this formula, charge and spin) (kcal per mole): 0.00
Net charge: +1
2S+1: 1

Element x y z (Å)
Mg1 -0.17 -0.40 -0.40
O1 0.75 1.07 0.49
P1 0.50 2.49 0.94
C1 -1.28 2.88 0.95
P2 -2.15 2.20 -0.51
O2 -1.86 0.72 -0.58
C2 -1.62 3.17 -1.91
C3 -1.89 4.54 -1.96
C4 -1.39 5.30 -3.00
C5 -0.62 4.70 -4.00
C6 -0.36 3.34 -3.95
C7 -0.85 2.58 -2.90
C8 -3.89 2.54 -0.26
C9 -4.70 2.88 -1.35
C10 -6.06 3.05 -1.17
C11 -6.63 2.87 0.08
C12 -5.84 2.52 1.16
C13 -4.47 2.35 1.00
C14 1.08 2.72 2.62
C15 2.00 1.80 3.11
C16 2.52 1.96 4.39
C17 2.10 3.03 5.18
C18 1.17 3.94 4.69
C19 0.66 3.79 3.41
C20 1.32 3.66 -0.13
C21 2.14 3.17 -1.14
C22 2.84 4.06 -1.94
C23 2.70 5.43 -1.75
C24 1.87 5.92 -0.74
C25 1.18 5.03 0.07
H1 -1.43 3.96 1.03
H2 -1.71 2.40 1.84
H3 -2.49 5.01 -1.19
H4 -1.59 6.36 -3.04
H5 -0.23 5.30 -4.81
H6 0.25 2.87 -4.71
H7 -0.62 1.52 -2.85
H8 -4.26 3.02 -2.33
H9 -6.68 3.32 -2.02
H10 -7.70 3.01 0.21
H11 -6.28 2.38 2.14
H12 -3.87 2.06 1.85
H13 2.32 0.97 2.49
H14 3.24 1.25 4.77
H15 2.50 3.15 6.18
H16 0.85 4.76 5.31
H17 -0.07 4.50 3.05
H18 2.22 2.10 -1.31
H19 3.47 3.68 -2.73
H20 3.25 6.12 -2.37
H21 1.77 6.98 -0.59
H22 0.55 5.42 0.86
C26 3.78 -5.21 0.44
P3 2.05 -4.66 0.76
C27 2.08 -4.71 2.60
C28 1.19 -6.26 0.46
H23 4.02 -6.12 0.99
H24 4.47 -4.42 0.73
H25 3.91 -5.39 -0.63
H26 2.53 -5.63 2.97
H27 1.06 -4.62 2.98
H28 2.65 -3.86 2.98
H29 1.63 -7.08 1.03
H30 1.23 -6.51 -0.60
H31 0.13 -6.17 0.75
Te1 1.24 -0.65 -2.83
C29 3.01 -1.28 -1.84
C30 3.77 -2.31 -2.40
C31 4.97 -2.70 -1.83
C32 5.43 -2.09 -0.68
C33 4.68 -1.07 -0.10
C34 3.49 -0.66 -0.69
H32 3.42 -2.80 -3.30
H33 5.54 -3.50 -2.29
H34 6.37 -2.40 -0.23
H35 5.04 -0.57 0.79
H36 2.92 0.14 -0.23
C35 -0.54 -3.98 -1.87
N1 -2.03 -3.88 -1.94
C36 -2.66 -5.18 -1.57
C37 -2.58 -2.71 -1.12
C38 -2.16 -2.76 0.32
C39 -2.90 -3.54 1.21
C40 -2.50 -3.68 2.53
C41 -1.34 -3.03 2.94
C42 -0.62 -2.24 2.05
C43 -1.00 -2.05 0.71
H37 -0.24 -4.86 -2.45
H38 -0.24 -4.08 -0.83
H39 -0.10 -3.08 -2.28
H40 -2.28 -3.68 -2.90
H41 -2.36 -5.43 -0.56
H42 -2.32 -5.94 -2.26
H43 -3.74 -5.08 -1.62
H44 -3.66 -2.76 -1.25
H45 -2.20 -1.81 -1.61
H46 -3.82 -4.02 0.88
H47 -3.08 -4.27 3.22
H48 -1.01 -3.13 3.97
H49 0.27 -1.74 2.43

Mulliken population analysis, charges in e, atoms 1 to 2:
1. Mg 0.14
2. O 0.96



DFT (ωB97M-V/def2-TZVPD) results for a cluster of 10 separate species, C20H40Cl20 in total.

Properties
Relative energy (zero: lowest compared OMol25 entry of this formula, charge and spin) (kcal per mole): 65.81
SMILES string: ClCCCl.ClCCCl.ClCCCl.ClCCCl.ClCCCl.ClCCCl.ClCCCl.ClCCCl.ClCCCl.ClCCCl
2S+1: 1

Element x y z (Å)
Cl1 -5.58 1.93 3.83
C1 -4.47 3.31 4.17
C2 -3.25 2.95 5.08
Cl2 -3.66 2.73 6.80
H1 -5.12 4.05 4.65
H2 -4.11 3.77 3.26
H3 -2.53 3.77 4.99
H4 -2.72 2.08 4.71
Cl3 -4.95 7.10 -1.28
C3 -4.29 6.74 -2.84
C4 -2.91 7.29 -3.04
Cl4 -2.88 9.06 -3.20
H5 -4.91 7.30 -3.54
H6 -4.51 5.70 -3.08
H7 -2.43 6.87 -3.92
H8 -2.23 7.03 -2.23
Cl5 -0.31 -1.05 1.07
C5 0.20 0.07 -0.14
C6 -0.86 0.29 -1.19
Cl6 -2.04 1.52 -0.65
H9 1.15 -0.34 -0.48
H10 0.36 1.05 0.31
H11 -1.33 -0.64 -1.50
H12 -0.44 0.60 -2.14
Cl7 3.58 4.63 -4.49
C7 4.58 3.20 -4.88
C8 6.05 3.58 -4.57
Cl8 6.43 3.40 -2.83
H13 4.54 2.95 -5.94
H14 4.17 2.35 -4.34
H15 6.27 4.61 -4.87
H16 6.71 2.92 -5.13
Cl9 4.78 -6.88 1.93
C9 3.55 -6.47 0.65
C10 2.22 -6.66 1.25
Cl10 1.02 -6.43 -0.09
H17 3.66 -7.21 -0.14
H18 3.69 -5.46 0.26
H19 2.10 -5.90 2.03
H20 2.10 -7.67 1.64
Cl11 2.99 -5.04 6.84
C11 4.27 -3.78 6.78
C12 3.70 -2.48 6.15
Cl12 2.51 -1.57 7.13
H21 5.10 -4.23 6.24
H22 4.70 -3.64 7.77
H23 3.27 -2.72 5.17
H24 4.57 -1.86 5.96
Cl13 -1.98 3.10 -6.98
C13 -2.92 3.61 -8.40
C14 -1.92 4.23 -9.47
Cl14 -0.94 2.87 -10.23
H25 -3.60 4.40 -8.07
H26 -3.50 2.79 -8.84
H27 -1.18 4.91 -9.06
H28 -2.41 4.80 -10.26
Cl15 8.70 -0.30 4.29
C15 9.28 -0.76 2.73
C16 8.36 -1.89 2.19
Cl16 6.74 -1.18 2.00
H29 10.29 -1.14 2.88
H30 9.32 0.11 2.08
H31 8.22 -2.72 2.88
H32 8.69 -2.27 1.22
Cl17 -3.99 -5.76 5.36
C17 -3.37 -4.10 5.55
C18 -3.78 -3.41 6.86
Cl18 -3.13 -4.44 8.18
H33 -3.81 -3.51 4.75
H34 -2.28 -4.20 5.49
H35 -4.87 -3.31 6.92
H36 -3.40 -2.39 6.94
Cl19 -7.71 -1.55 -2.55
C19 -7.64 -2.61 -3.99
C20 -6.22 -3.00 -4.15
Cl20 -5.63 -3.91 -2.82
H37 -8.09 -2.05 -4.81
H38 -8.30 -3.39 -3.59
H39 -5.60 -2.11 -4.24
H40 -6.07 -3.67 -5.00

Mulliken population analysis, charges in e, atoms 1 to 2:
1. Cl -0.19
2. C -0.44



DFT (ωB97M-V/def2-TZVPD) results for a structure of composition C32H44BrN3P2Sr.

Properties
Net charge: +2
2S+1: 1

Element x y z (Å)
C1 0.22 -5.26 2.86
C2 1.20 -4.43 2.30
C3 2.36 -5.05 1.77
C4 2.42 -6.46 1.77
N1 1.47 -7.24 2.29
C5 0.39 -6.65 2.81
C6 0.92 -3.00 2.14
C7 0.22 -2.18 1.48
C8 -0.46 -1.71 0.31
C9 -1.81 -1.31 0.27
C10 -2.31 -0.62 -0.81
C11 -1.41 -0.21 -1.83
C12 -0.24 -0.98 -1.98
C13 0.29 -1.64 -0.89
Sr1 1.66 -0.67 2.79
P1 -2.06 0.80 -3.23
H1 3.18 -4.48 1.33
H2 -0.69 -4.85 3.30
H3 3.28 -7.01 1.37
H4 -0.36 -7.33 3.23
H5 1.25 -2.18 -0.93
H6 -2.46 -1.56 1.11
H7 0.32 -1.00 -2.93
H8 -3.35 -0.31 -0.86
C14 -2.14 2.58 -2.92
C15 -1.54 3.51 -3.96
H9 -1.52 2.76 -1.95
H10 -3.17 2.85 -2.68
H11 -1.60 4.54 -3.58
H12 -0.47 3.30 -4.12
H13 -2.05 3.49 -4.93
C16 -1.06 0.32 -4.67
C17 -1.19 -1.13 -5.12
H14 -0.02 0.57 -4.42
H15 -1.38 1.02 -5.46
H16 -0.48 -1.29 -5.95
H17 -0.91 -1.84 -4.34
H18 -2.20 -1.38 -5.46
C18 -3.72 0.16 -3.55
C19 -4.37 0.83 -4.76
H19 -4.30 0.30 -2.64
H20 -3.62 -0.93 -3.72
H21 -5.40 0.46 -4.84
H22 -4.42 1.92 -4.66
H23 -3.85 0.58 -5.69
Br1 -0.59 1.99 -0.64
P2 3.76 1.12 0.56
C20 3.01 1.53 -1.07
C21 3.66 2.74 -1.75
H24 1.92 1.69 -0.94
H25 3.13 0.65 -1.72
H26 3.17 2.95 -2.72
H27 3.59 3.65 -1.15
H28 4.72 2.56 -1.97
C22 2.67 2.06 1.76
C23 3.19 3.52 1.85
H29 2.80 1.62 2.77
H30 1.62 2.05 1.44
H31 2.61 4.10 2.57
H32 4.23 3.55 2.17
H33 3.13 4.05 0.89
C24 3.63 -0.70 0.56
C25 4.70 -1.41 -0.28
H34 2.62 -0.98 0.21
H35 3.80 -1.02 1.61
H36 4.71 -2.48 -0.04
H37 4.55 -1.34 -1.36
H38 5.71 -1.04 -0.07
N2 -1.10 0.45 6.04
C26 -0.21 -0.15 5.22
N3 -0.50 0.12 3.94
C27 -1.68 0.88 3.93
C28 -2.29 1.58 2.88
C29 -3.20 2.60 3.22
C30 -3.50 2.88 4.57
C31 -2.92 2.14 5.62
C32 -2.05 1.13 5.26
H39 -1.11 0.42 7.07
H40 0.62 -0.76 5.58
H41 -2.01 1.33 1.85
H42 -3.69 3.17 2.42
H43 -4.19 3.70 4.79
H44 -3.12 2.35 6.67

Mulliken population analysis, charges in e, atoms 1 to 2:
1. C -0.46
2. C -0.16



DFT (ωB97M-V/def2-TZVPD) results for the ion C6H12N with charge +1.

Properties
Relative energy (zero: lowest compared OMol25 entry of this formula, charge and spin) (kcal per mole): 42.36
SMILES string: C=C/C=C/CC[NH3+]
Net charge: +1
2S+1: 1

Element x y z (Å)
C1 2.24 0.93 2.66
C2 1.85 0.20 1.62
C3 0.58 0.25 0.93
C4 0.41 0.01 -0.39
C5 -0.69 0.70 -1.13
C6 -1.51 -0.24 -2.02
N1 -2.03 -1.38 -1.17
H1 1.70 1.82 2.98
H2 2.96 0.61 3.40
H3 2.51 -0.66 1.47
H4 -0.29 0.66 1.45
H5 0.94 -0.80 -0.90
H6 -1.42 1.14 -0.44
H7 -0.27 1.44 -1.80
H8 -2.37 0.24 -2.48
H9 -0.93 -0.64 -2.85
H10 -2.84 -1.00 -0.68
H11 -2.33 -2.20 -1.69
H12 -1.34 -1.66 -0.46

natural (NBO) population analysis, charges in e, atoms 1 to 2:
1. C -0.31
2. C -0.27



DFT (ωB97M-V/def2-TZVPD) results for an isolated molecule of C3H8N2.

Properties
Relative energy (zero: lowest compared OMol25 entry of this formula, charge and spin) (kcal per mole): 56.71
SMILES string: [H]/N=C/NCC
2S+1: 1

Element x y z (Å)
H1 0.37 2.83 -0.31
N1 -0.03 2.28 0.44
C1 0.16 1.03 0.14
N2 -0.76 0.06 0.30
C2 -0.49 -1.36 -0.15
C3 0.94 -1.68 -0.53
H2 1.24 0.76 -0.03
H3 -1.67 0.28 0.67
H4 -0.88 -2.03 0.67
H5 -1.02 -1.29 -1.11
H6 1.08 -2.67 -0.97
H7 1.35 -0.98 -1.25
H8 1.52 -1.57 0.38

natural (NBO) population analysis, charges in e, atoms 1 to 2:
1. H 0.35
2. N -0.82



In order of appearance, calculated total energy = -71572.794 -91575.468 -271837.700 -127808.283 -7898.224 -6219.388 eV.
In order of appearance, F_max = 9.14 0.49 2.25 4.78 2.43 2.70 eV Å⁻¹.